Entry from the Open Molecules 2025 dataset: a cluster of 11 separate species, C60H151N9O20 in total at a distorted geometry (the ωB97M-V functional and the def2-TZVPD basis).

Calculated values
Total charge: 0
SMILES string: COCCNCCOC.COCCNCCOC.COCCNCCOC.COCCNCCOC.COCCNCCOC.COCCNCCOC.COCCNCCOC.COCCNCCOC.COCCNCCOC.CC(C)O.CC(C)O
ΔE to the lowest compared entry with this formula, charge and spin in kJ/mol: 139.1
Gap between HOMO and LUMO in eV: 8.943
E_LUMO in Eh: 0.02231
Energy in eV: -119013.515

Each line ends with the Löwdin charge.
Geometry (Å):
C 17.94 18.36 18.62  -0.104
O 16.58 18.52 19.01  -0.209
C 16.26 17.88 20.26  -0.196
C 14.74 18.12 20.57  -0.185
N 14.05 17.23 19.63  -0.054
C 12.61 17.52 19.58  -0.228
C 11.95 16.53 18.70  -0.253
O 12.26 16.74 17.35  -0.165
C 11.53 15.87 16.52  -0.131
H 18.05 19.09 17.81  0.077
H 18.18 17.36 18.26  0.089
H 18.68 18.63 19.37  0.072
H 16.83 18.42 21.01  0.095
H 16.51 16.83 20.41  0.123
H 14.51 19.17 20.37  0.091
H 14.52 17.88 21.61  0.119
H 14.38 17.41 18.69  0.102
H 12.41 18.58 19.40  0.116
H 12.21 17.41 20.59  0.119
H 10.90 16.69 18.95  0.123
H 12.33 15.55 18.96  0.130
H 10.48 16.16 16.46  0.083
H 11.53 14.79 16.73  0.088
H 11.85 15.96 15.49  0.085
C 20.11 25.08 14.45  -0.093
O 20.61 24.60 15.72  -0.205
C 20.34 25.61 16.75  -0.179
C 21.06 26.93 16.52  -0.226
N 20.26 27.95 15.86  -0.054
C 20.96 29.16 15.49  -0.222
C 21.09 30.12 16.61  -0.223
O 21.70 31.34 16.17  -0.190
C 21.64 32.40 17.07  -0.130
H 20.27 24.34 13.66  0.073
H 20.63 25.95 14.04  0.077
H 19.04 25.24 14.45  0.085
H 20.58 25.14 17.70  0.093
H 19.27 25.84 16.75  0.106
H 22.00 26.74 16.00  0.117
H 21.31 27.30 17.52  0.101
H 19.57 28.18 16.57  0.105
H 20.44 29.66 14.67  0.119
H 21.92 28.96 15.02  0.129
H 21.84 29.72 17.29  0.120
H 20.16 30.32 17.14  0.130
H 21.98 32.14 18.08  0.085
H 20.61 32.73 17.22  0.082
H 22.23 33.22 16.65  0.091
C 23.65 22.98 15.84  -0.103
O 24.44 22.32 16.82  -0.219
C 24.71 20.95 16.49  -0.190
C 25.74 20.42 17.53  -0.179
N 25.11 20.24 18.84  -0.042
C 26.01 19.66 19.81  -0.214
C 27.20 20.48 20.35  -0.189
O 26.72 21.80 20.65  -0.201
C 27.76 22.56 21.26  -0.106
H 22.83 22.33 15.54  0.079
H 24.32 23.11 14.99  0.087
H 23.41 24.01 16.14  0.068
H 25.14 20.81 15.49  0.116
H 23.76 20.43 16.45  0.108
H 26.66 21.00 17.57  0.115
H 26.15 19.49 17.14  0.112
H 24.89 21.15 19.21  0.077
H 26.35 18.68 19.45  0.109
H 25.33 19.39 20.61  0.101
H 28.08 20.50 19.70  0.115
H 27.52 19.97 21.26  0.119
H 28.64 22.62 20.63  0.091
H 27.94 22.13 22.24  0.069
H 27.46 23.59 21.40  0.066
C 24.51 26.93 17.61  -0.089
O 24.93 26.35 18.84  -0.214
C 24.03 25.31 19.29  -0.158
C 24.54 24.83 20.73  -0.169
N 24.54 25.98 21.63  -0.043
C 25.60 25.86 22.68  -0.180
C 25.89 27.13 23.50  -0.179
O 26.10 28.35 22.73  -0.204
C 27.17 28.31 21.78  -0.098
H 24.39 26.19 16.83  0.078
H 25.35 27.57 17.35  0.093
H 23.62 27.50 17.88  0.075
H 24.19 24.49 18.58  0.101
H 22.97 25.54 19.30  0.104
H 25.54 24.45 20.52  0.093
H 23.97 24.04 21.21  0.096
H 24.71 26.80 21.06  0.084
H 26.55 25.58 22.22  0.090
H 25.32 25.03 23.32  0.107
H 26.77 26.88 24.10  0.108
H 25.11 27.39 24.21  0.107
H 26.91 27.72 20.90  0.076
H 28.11 28.03 22.25  0.087
H 27.19 29.36 21.47  0.088
C 17.98 24.60 23.78  -0.045
O 19.24 25.29 23.58  -0.197
C 19.85 25.22 22.32  -0.213
C 21.00 26.26 22.26  -0.195
N 20.62 27.54 22.86  -0.036
C 21.66 28.17 23.72  -0.204
C 21.60 27.67 25.13  -0.214
O 20.21 27.87 25.41  -0.198
C 19.64 27.05 26.46  -0.081
H 17.55 24.81 24.76  0.087
H 18.08 23.52 23.79  0.068
H 17.36 24.84 22.91  0.061
H 19.17 25.22 21.47  0.096
H 20.33 24.26 22.21  0.106
H 21.40 26.39 21.26  0.102
H 21.77 25.81 22.89  0.097
H 20.10 27.22 23.66  0.050
H 21.58 29.26 23.75  0.114
H 22.63 27.91 23.29  0.102
H 22.31 28.18 25.78  0.123
H 21.90 26.62 25.12  0.119
H 18.69 27.51 26.73  0.081
H 20.12 27.11 27.44  0.082
H 19.37 26.03 26.19  0.072
C 21.55 13.25 22.15  -0.127
O 22.17 12.04 21.88  -0.202
C 23.54 12.12 21.66  -0.208
C 23.80 12.71 20.25  -0.207
N 24.10 14.12 20.20  -0.050
C 24.41 14.67 18.85  -0.196
C 24.29 16.16 18.97  -0.242
O 22.93 16.51 19.18  -0.194
C 22.72 17.91 19.20  -0.111
H 20.51 13.04 22.38  0.089
H 21.46 13.91 21.28  0.081
H 22.05 13.73 22.99  0.093
H 23.83 11.07 21.77  0.118
H 24.00 12.51 22.56  0.121
H 23.10 12.38 19.49  0.119
H 24.66 12.18 19.84  0.109
H 23.43 14.75 20.61  0.085
H 23.73 14.36 18.06  0.117
H 25.42 14.52 18.47  0.118
H 24.51 16.53 17.97  0.118
H 24.99 16.61 19.67  0.119
H 21.68 18.22 19.23  0.078
H 23.03 18.35 18.25  0.068
H 23.23 18.40 20.04  0.081
C 18.71 19.16 9.78  -0.090
O 19.15 19.91 10.92  -0.205
C 18.21 20.47 11.80  -0.237
C 18.90 20.99 13.08  -0.173
N 19.30 19.83 13.91  -0.067
C 20.13 20.16 15.07  -0.193
C 20.43 18.89 15.90  -0.210
O 21.33 18.07 15.15  -0.191
C 21.40 16.75 15.61  -0.102
H 18.20 18.24 10.05  0.083
H 19.60 18.90 9.19  0.085
H 18.06 19.76 9.15  0.081
H 17.48 19.69 12.04  0.118
H 17.65 21.25 11.29  0.114
H 18.12 21.56 13.58  0.110
H 19.81 21.55 12.87  0.110
H 19.67 19.01 13.43  0.109
H 19.57 20.75 15.79  0.105
H 21.06 20.58 14.70  0.110
H 19.48 18.38 16.00  0.106
H 20.83 19.12 16.89  0.102
H 22.00 16.10 14.98  0.088
H 20.38 16.36 15.58  0.087
H 21.80 16.68 16.62  0.073
C 24.53 21.64 23.23  -0.096
O 25.88 21.78 23.68  -0.186
C 25.96 22.31 24.99  -0.236
C 27.37 22.70 25.41  -0.237
N 28.20 21.55 25.62  -0.059
C 29.62 21.83 25.24  -0.171
C 30.34 22.96 26.08  -0.186
O 29.74 24.23 25.73  -0.225
C 30.35 25.31 26.40  -0.104
H 24.55 21.39 22.17  0.065
H 23.86 22.49 23.38  0.083
H 24.06 20.84 23.79  0.088
H 25.58 21.61 25.74  0.121
H 25.32 23.17 25.19  0.112
H 27.36 23.37 26.27  0.122
H 27.76 23.23 24.55  0.104
H 27.81 20.75 25.15  0.102
H 29.66 22.09 24.18  0.097
H 30.16 20.88 25.30  0.109
H 31.38 22.94 25.75  0.110
H 30.34 22.65 27.13  0.119
H 31.44 25.34 26.42  0.086
H 29.90 25.25 27.39  0.089
H 29.98 26.20 25.90  0.085
C 14.07 21.29 17.66  -0.074
O 14.88 22.44 17.63  -0.187
C 16.17 22.12 17.45  -0.248
C 16.91 23.49 17.68  -0.153
N 16.61 24.02 19.00  -0.077
C 16.86 25.43 19.20  -0.192
C 15.95 25.90 20.31  -0.191
O 14.59 25.42 20.41  -0.187
C 13.78 25.75 19.27  -0.085
H 13.06 21.66 17.86  0.093
H 14.34 20.69 18.53  0.075
H 14.05 20.71 16.74  0.100
H 16.39 21.82 16.42  0.129
H 16.56 21.40 18.16  0.115
H 16.52 24.17 16.93  0.117
H 17.94 23.23 17.45  0.110
H 15.62 23.81 19.05  0.080
H 16.70 26.03 18.30  0.113
H 17.90 25.55 19.49  0.111
H 15.82 26.98 20.29  0.122
H 16.43 25.66 21.26  0.099
H 13.83 26.80 18.99  0.089
H 12.73 25.47 19.40  0.089
H 14.11 25.12 18.44  0.073
C 18.31 20.76 22.22  -0.041
C 17.59 21.42 21.03  -0.401
C 16.20 21.96 21.41  -0.038
O 18.36 22.60 20.57  -0.091
H 19.05 20.05 21.86  0.065
H 17.67 20.20 22.92  0.077
H 18.88 21.46 22.83  0.068
H 17.38 20.68 20.26  0.102
H 16.32 22.79 22.10  0.072
H 15.54 21.21 21.85  0.075
H 15.63 22.32 20.54  0.058
H 17.81 23.16 20.01  0.017
C 21.05 22.46 18.26  -0.062
C 21.40 21.26 19.06  -0.497
C 22.16 21.66 20.29  -0.032
O 20.18 20.75 19.49  -0.064
H 21.96 22.84 17.81  0.065
H 20.63 23.35 18.72  0.072
H 20.36 22.29 17.44  0.074
H 21.88 20.60 18.34  0.121
H 21.72 22.53 20.79  0.078
H 23.16 21.91 19.95  0.063
H 22.12 20.91 21.08  0.087
H 19.68 21.47 19.89  0.033